#1
Formula: C4H12
Source: OMol25
Level of theory: ωB97M-V with the def2-TZVPD basis set

Results
SMILES string: CC.CC
Kohn-Sham gap, hartree: 0.4521
Multiplicity: 1

Last column: natural (NBO) charge in e.
Element x y z (Å)
C  -2.340  -0.118  0.063  -0.615
C  -1.465  -1.286  -0.396  -0.608
H  -1.849  0.367  0.909  0.204
H  -2.486  0.562  -0.778  0.206
H  -3.347  -0.481  0.288  0.207
H  -1.771  -2.247  0.048  0.200
H  -0.473  -1.090  -0.038  0.200
H  -1.415  -1.478  -1.469  0.204
C  1.747  -0.051  0.279  -0.600
C  2.067  1.448  0.045  -0.604
H  2.026  -0.440  1.255  0.202
H  0.650  -0.130  0.387  0.193
H  2.163  -0.622  -0.541  0.205
H  1.379  1.811  -0.718  0.201
H  3.085  1.616  -0.292  0.203
H  1.856  1.958  0.971  0.202

#2
Formula: C4H12
Source: OMol25
Level of theory: ωB97M-V with the def2-TZVPD basis set

Results
SMILES string: CC.CC
Kohn-Sham gap, hartree: 0.4707
Multiplicity: 1

Last column: natural (NBO) charge in e.
Element x y z (Å)
C  -3.297  -0.817  -0.102  -0.604
C  -2.359  0.149  -0.811  -0.604
H  -3.053  -1.860  -0.368  0.201
H  -4.317  -0.593  -0.457  0.201
H  -3.277  -0.721  0.997  0.203
H  -2.425  0.001  -1.902  0.202
H  -1.309  0.012  -0.501  0.201
H  -2.663  1.183  -0.577  0.201
C  2.514  0.948  0.741  -0.603
C  3.107  -0.291  0.143  -0.603
H  2.157  0.744  1.764  0.202
H  1.697  1.421  0.171  0.200
H  3.359  1.654  0.797  0.200
H  3.877  -0.564  0.884  0.201
H  3.597  -0.141  -0.834  0.203
H  2.392  -1.126  0.054  0.199

The computed energies, referenced to the most stable structure and given in hartree, are #1 0.0136; #2 0.0000.

#1
Formula: C4H12
Source: OMol25
Level of theory: ωB97M-V with the def2-TZVPD basis set

Results
SMILES string: CC.CC
Kohn-Sham gap, hartree: 0.4592
Multiplicity: 1

Last column: natural (NBO) charge in e.
Element x y z (Å)
C  0.812  -0.248  -1.829  -0.615
C  -0.405  -0.793  -2.577  -0.610
H  0.551  0.098  -0.806  0.197
H  1.561  -1.080  -1.664  0.208
H  1.085  0.733  -2.269  0.211
H  -0.981  -1.622  -2.093  0.204
H  -0.993  0.141  -2.701  0.202
H  -0.121  -1.221  -3.517  0.202
C  0.427  0.064  2.185  -0.597
C  -0.806  0.966  2.211  -0.599
H  1.092  0.174  2.995  0.203
H  0.136  -1.002  2.125  0.197
H  0.881  0.296  1.285  0.197
H  -1.401  0.678  3.033  0.198
H  -0.541  2.037  2.302  0.200
H  -1.438  0.826  1.366  0.201

#2
Formula: C4H12
Source: OMol25
Level of theory: ωB97M-V with the def2-TZVPD basis set

Results
SMILES string: CC.CC
Kohn-Sham gap, hartree: 0.4521
Multiplicity: 1

Last column: natural (NBO) charge in e.
Element x y z (Å)
C  1.467  2.459  -0.471  -0.585
C  -0.103  2.380  -0.241  -0.595
H  1.896  2.271  -1.388  0.200
H  1.630  3.428  -0.134  0.195
H  1.707  1.651  0.386  0.191
H  -0.675  2.988  -0.787  0.197
H  -0.237  1.310  -0.365  0.196
H  -0.182  2.373  0.846  0.202
C  -1.009  -2.953  -0.067  -0.629
C  -0.339  -1.788  0.723  -0.618
H  -1.219  -3.815  0.447  0.205
H  -1.872  -2.658  -0.607  0.206
H  -0.572  -3.488  -0.947  0.207
H  -0.654  -0.785  0.489  0.210
H  -0.665  -1.880  1.751  0.208
H  0.746  -1.977  0.646  0.212

The computed energies, referenced to the most stable structure and given in hartree, are #1 0.0000; #2 0.0453.

#1
Formula: C4H12
Source: OMol25
Level of theory: ωB97M-V with the def2-TZVPD basis set

Results
SMILES string: CC.CC
Kohn-Sham gap, hartree: 0.4548
Multiplicity: 1

Last column: natural (NBO) charge in e.
Element x y z (Å)
C  1.174  1.583  1.059  -0.619
C  2.219  0.881  0.330  -0.626
H  1.459  2.649  1.248  0.201
H  0.066  1.626  0.669  0.206
H  1.204  1.132  2.059  0.205
H  2.501  -0.143  0.854  0.205
H  1.738  0.661  -0.661  0.211
H  3.034  1.626  0.237  0.217
C  -2.295  -1.661  -0.467  -0.613
C  -1.019  -0.859  -0.866  -0.627
H  -2.944  -1.150  0.146  0.203
H  -2.992  -1.721  -1.279  0.203
H  -1.977  -2.613  -0.073  0.209
H  -0.043  -1.226  -0.427  0.213
H  -1.143  0.261  -0.887  0.206
H  -0.982  -1.047  -1.944  0.205

#2
Formula: C4H12
Source: OMol25
Level of theory: ωB97M-V with the def2-TZVPD basis set

Results
SMILES string: CC.CC
Kohn-Sham gap, hartree: 0.4629
Multiplicity: 1

Last column: natural (NBO) charge in e.
Element x y z (Å)
C  -1.966  0.552  1.174  -0.604
C  -0.736  0.542  2.109  -0.602
H  -2.538  -0.349  1.422  0.201
H  -2.524  1.468  1.238  0.206
H  -1.599  0.382  0.171  0.199
H  -0.090  -0.359  1.978  0.203
H  -1.135  0.581  3.133  0.200
H  -0.098  1.412  1.932  0.199
C  1.677  0.159  -1.827  -0.607
C  1.050  -1.165  -1.511  -0.617
H  1.304  0.561  -2.778  0.203
H  1.509  0.907  -1.071  0.210
H  2.744  -0.094  -1.902  0.204
H  1.257  -2.124  -1.953  0.214
H  1.164  -1.416  -0.454  0.199
H  -0.019  -1.057  -1.660  0.195

#3
Formula: C4H12
Source: OMol25
Level of theory: ωB97M-V with the def2-TZVPD basis set

Results
SMILES string: CC.CC
Kohn-Sham gap, hartree: 0.4682
Multiplicity: 1

Last column: natural (NBO) charge in e.
Element x y z (Å)
C  -0.115  -2.497  2.033  -0.603
C  -0.036  -1.303  1.085  -0.605
H  -0.672  -2.262  2.941  0.202
H  -0.627  -3.337  1.558  0.200
H  0.884  -2.850  2.283  0.201
H  0.385  -1.604  0.128  0.201
H  0.617  -0.531  1.484  0.203
H  -1.034  -0.922  0.882  0.202
C  0.065  1.377  -1.004  -0.611
C  0.096  2.405  -2.132  -0.611
H  -0.506  0.489  -1.281  0.202
H  1.063  0.987  -0.803  0.203
H  -0.355  1.700  -0.051  0.205
H  0.192  1.856  -3.071  0.203
H  1.016  2.993  -2.112  0.203
H  -0.783  3.042  -2.151  0.206

#4
Formula: C4H12
Source: OMol25
Level of theory: ωB97M-V with the def2-TZVPD basis set

Results
SMILES string: CC.CC
Kohn-Sham gap, hartree: 0.4575
Multiplicity: 1

Last column: natural (NBO) charge in e.
Element x y z (Å)
C  -0.802  1.742  -1.539  -0.615
C  0.041  0.906  -2.559  -0.602
H  -1.122  2.674  -1.923  0.207
H  -1.589  0.959  -1.144  0.208
H  -0.197  2.077  -0.711  0.203
H  0.000  -0.178  -2.213  0.200
H  1.121  1.004  -2.376  0.202
H  -0.219  1.113  -3.494  0.199
C  -0.045  -0.634  1.595  -0.611
C  0.699  -1.896  2.304  -0.623
H  -0.932  -0.454  2.178  0.205
H  0.473  0.284  1.685  0.208
H  -0.269  -0.993  0.565  0.208
H  1.791  -1.760  2.252  0.202
H  0.598  -1.923  3.414  0.201
H  0.450  -2.922  1.965  0.209

The computed energies, referenced to the most stable structure and given in hartree, are #1 0.0460; #2 0.0120; #3 0.0000; #4 0.0403.

#1
Formula: C4H12
Source: OMol25
Level of theory: ωB97M-V with the def2-TZVPD basis set

Results
SMILES string: CC.CC
Kohn-Sham gap, hartree: 0.4702
Multiplicity: 1

Last column: natural (NBO) charge in e.
Element x y z (Å)
C  -2.051  0.958  -0.425  -0.610
C  -1.088  2.126  -0.429  -0.608
H  -2.990  1.252  -0.893  0.205
H  -1.664  0.130  -1.031  0.200
H  -2.209  0.489  0.547  0.207
H  -1.026  2.607  -1.407  0.204
H  -1.373  2.944  0.243  0.202
H  -0.094  1.834  -0.101  0.201
C  2.295  -1.363  0.358  -0.614
C  0.808  -1.705  0.484  -0.614
H  2.836  -1.895  -0.424  0.206
H  2.440  -0.303  0.255  0.204
H  2.840  -1.619  1.275  0.202
H  0.529  -1.883  1.521  0.206
H  0.181  -0.932  0.048  0.204
H  0.567  -2.640  -0.021  0.205

#2
Formula: C4H12
Source: OMol25
Level of theory: ωB97M-V with the def2-TZVPD basis set

Results
SMILES string: CC.CC
Kohn-Sham gap, hartree: 0.4706
Multiplicity: 1

Last column: natural (NBO) charge in e.
Element x y z (Å)
C  -1.461  1.238  -0.475  -0.613
C  -2.568  0.144  -0.442  -0.610
H  -1.803  2.055  0.155  0.205
H  -0.510  0.856  -0.120  0.204
H  -1.343  1.565  -1.506  0.204
H  -2.936  -0.080  -1.440  0.203
H  -3.412  0.479  0.157  0.203
H  -2.166  -0.764  -0.001  0.203
C  2.202  -0.154  0.987  -0.609
C  1.871  -1.224  -0.073  -0.608
H  1.425  -0.183  1.765  0.196
H  3.080  -0.418  1.539  0.202
H  2.256  0.867  0.629  0.207
H  1.558  -2.172  0.345  0.206
H  1.149  -0.842  -0.791  0.203
H  2.824  -1.376  -0.577  0.201

#3
Formula: C4H12
Source: OMol25
Level of theory: ωB97M-V with the def2-TZVPD basis set

Results
SMILES string: CC.CC
Kohn-Sham gap, hartree: 0.4581
Multiplicity: 1

Last column: natural (NBO) charge in e.
Element x y z (Å)
C  1.990  0.727  -1.418  -0.607
C  1.654  -0.067  -0.170  -0.613
H  2.144  0.130  -2.318  0.204
H  1.161  1.391  -1.672  0.201
H  2.827  1.395  -1.226  0.204
H  1.434  0.649  0.630  0.197
H  0.782  -0.699  -0.277  0.209
H  2.474  -0.590  0.333  0.207
C  -2.206  -0.005  0.211  -0.619
C  -1.404  -0.784  1.252  -0.626
H  -2.627  -0.635  -0.570  0.208
H  -3.031  0.547  0.663  0.206
H  -1.591  0.779  -0.238  0.205
H  -0.357  -0.505  1.328  0.213
H  -1.731  -0.466  2.247  0.204
H  -1.519  -1.865  1.225  0.209

#4
Formula: C4H12
Source: OMol25
Level of theory: ωB97M-V with the def2-TZVPD basis set

Results
SMILES string: CC.CC
Kohn-Sham gap, hartree: 0.4334
Multiplicity: 1

Last column: natural (NBO) charge in e.
Element x y z (Å)
C  -1.490  0.481  0.683  -0.600
C  -1.135  -0.834  1.524  -0.630
H  -0.900  0.594  -0.253  0.205
H  -2.556  0.151  0.293  0.202
H  -1.474  1.261  1.329  0.202
H  -1.385  -1.755  0.937  0.202
H  -1.752  -0.837  2.542  0.215
H  -0.029  -1.081  1.573  0.209
C  1.276  -0.195  -1.636  -0.631
C  1.503  0.724  -0.537  -0.636
H  0.212  -0.378  -2.012  0.204
H  1.740  0.146  -2.673  0.209
H  1.528  -1.217  -1.455  0.217
H  2.041  0.286  0.388  0.202
H  0.486  1.029  -0.115  0.214
H  1.936  1.624  -0.589  0.216

The computed energies, referenced to the most stable structure and given in hartree, are #1 0.0000; #2 0.0038; #3 0.0076; #4 0.0708.

#1
Formula: C4H12
Source: OMol25
Level of theory: ωB97M-V with the def2-TZVPD basis set

Results
SMILES string: CC.CC
Kohn-Sham gap, hartree: 0.4726
Multiplicity: 1

Last column: natural (NBO) charge in e.
Element x y z (Å)
C  0.870  -0.133  -1.668  -0.605
C  2.383  -0.271  -1.608  -0.607
H  0.491  0.811  -1.281  0.202
H  0.510  -0.213  -2.703  0.201
H  0.335  -0.916  -1.132  0.198
H  2.696  -1.237  -2.012  0.205
H  2.768  -0.078  -0.604  0.204
H  2.829  0.478  -2.262  0.201
C  -2.031  -0.271  1.224  -0.614
C  -1.193  0.686  2.091  -0.613
H  -2.981  0.154  0.899  0.206
H  -1.444  -0.610  0.363  0.204
H  -2.279  -1.196  1.767  0.203
H  -0.807  0.181  2.979  0.205
H  -1.787  1.529  2.429  0.204
H  -0.359  1.088  1.519  0.204

#2
Formula: C4H12
Source: OMol25
Level of theory: ωB97M-V with the def2-TZVPD basis set

Results
SMILES string: CC.CC
Kohn-Sham gap, hartree: 0.4579
Multiplicity: 1

Last column: natural (NBO) charge in e.
Element x y z (Å)
C  0.240  -1.430  -0.538  -0.628
C  1.137  -2.627  -0.835  -0.620
H  0.587  -0.776  0.254  0.213
H  0.007  -0.894  -1.455  0.207
H  -0.779  -1.723  -0.257  0.207
H  0.668  -3.585  -0.598  0.207
H  1.999  -2.665  -0.172  0.206
H  1.501  -2.635  -1.861  0.207
C  -1.037  1.360  0.758  -0.605
C  -0.345  2.718  0.604  -0.621
H  -0.826  0.699  -0.074  0.207
H  -0.635  0.880  1.660  0.197
H  -2.116  1.416  0.899  0.201
H  -0.723  3.277  -0.252  0.211
H  -0.161  3.166  1.576  0.212
H  0.658  2.535  0.182  0.199

#3
Formula: C4H12
Source: OMol25
Level of theory: ωB97M-V with the def2-TZVPD basis set

Results
SMILES string: CC.CC
Kohn-Sham gap, hartree: 0.4633
Multiplicity: 1

Last column: natural (NBO) charge in e.
Element x y z (Å)
C  -2.163  -1.380  -0.234  -0.624
C  -0.846  -1.725  0.435  -0.619
H  -3.021  -1.638  0.369  0.206
H  -2.217  -0.322  -0.491  0.205
H  -2.484  -1.937  -1.122  0.208
H  -0.313  -2.540  -0.046  0.209
H  -1.059  -2.004  1.469  0.206
H  -0.198  -0.864  0.535  0.208
C  1.410  2.138  0.396  -0.610
C  1.634  0.959  -0.558  -0.613
H  1.904  3.017  -0.011  0.206
H  0.350  2.333  0.515  0.204
H  1.846  1.933  1.373  0.203
H  1.687  1.328  -1.590  0.200
H  2.607  0.493  -0.389  0.204
H  0.863  0.208  -0.651  0.206

#4
Formula: C4H12
Source: OMol25
Level of theory: ωB97M-V with the def2-TZVPD basis set

Results
SMILES string: CC.CC
Kohn-Sham gap, hartree: 0.4485
Multiplicity: 1

Last column: natural (NBO) charge in e.
Element x y z (Å)
C  -0.083  -0.663  2.297  -0.631
C  -1.032  -0.154  1.157  -0.606
H  0.995  -0.510  2.013  0.204
H  -0.336  -0.184  3.224  0.208
H  -0.264  -1.606  2.773  0.215
H  -1.202  0.843  1.086  0.201
H  -0.606  -0.340  0.164  0.200
H  -1.983  -0.709  1.289  0.204
C  0.437  1.167  -1.752  -0.621
C  0.759  -0.284  -1.763  -0.599
H  0.654  1.697  -0.844  0.209
H  0.807  1.576  -2.636  0.210
H  -0.699  1.268  -1.711  0.198
H  0.188  -0.814  -2.687  0.204
H  1.860  -0.544  -1.842  0.204
H  0.505  -0.742  -0.769  0.199

The computed energies, referenced to the most stable structure and given in hartree, are #1 0.0000; #2 0.0140; #3 0.0100; #4 0.0451.